Entry from the OMol25 dataset: FH3OP2 in the gas phase (ωB97M-V with the def2-TZVPD basis set).

```
7
Properties=species:S:1:pos:R:3:nbo_charge:R:1
O -1.73 0.42 0.03 -0.986
P -0.15 0.73 0.31 1.143
F 0.16 1.68 -0.98 -0.589
P 0.77 -1.14 -0.57 -0.092
H -2.23 0.77 0.85 0.509
H 1.08 -1.77 0.76 0.009
H 2.11 -0.70 -0.41 0.006
```

Gap between HOMO and LUMO = 9.50 eV
Charge = 0
Spin multiplicity = 1
Maximum force = 2.3 eV/Å
E_tot = -23391.7624 eV
HOMO = -8.93 eV
E_LUMO = 0.021 Eh